1.
This record from the OMol25 dataset describes a molecular structure, C22H24FIN2O4PSm in a non-equilibrium geometry. The level of theory is ωB97M-V/def2-TZVPD.

Output
**HOMO energy (alpha / beta)**: -13.749 / -13.755 eV
**Charge**: +2
**Energy**: -72376.5884 eV
**ΔE to the lowest compared entry with this formula, charge and spin**: 88.41 kJ/mol
**Strongest force on any atom**: 4.29 eV/A
**Spin multiplicity**: 6
**Frontier orbital gap (alpha / beta)**: 8.323 / 8.378 eV
**Expectation value of S²**: 8.759

XYZ file:
```
56
Properties=species:S:1:pos:R:3:forces:R:3
Sm -1.97333 0.73014 0.75556 -1.936 -1.248 3.625
C 2.71780 0.46061 -4.90841 -0.099 -0.029 0.131
C 3.02053 -0.67353 -3.93912 0.289 0.090 -0.338
C 4.50229 -0.71024 -3.59709 -0.009 -0.118 0.131
C 4.80576 -1.91491 -2.72262 -0.006 0.046 -0.058
C 3.92267 -1.91067 -1.50691 0.115 -0.038 -0.074
C 4.32350 -2.54557 -0.35547 -0.024 0.023 -0.063
C 3.51596 -2.54483 0.78247 -0.171 0.116 -0.041
F 3.94555 -3.17855 1.86958 0.041 -0.026 0.027
C 2.31206 -1.90307 0.80111 0.041 -0.048 0.064
C 1.88198 -1.24340 -0.35912 -0.108 0.007 -0.041
C 0.61270 -0.56981 -0.35025 0.485 -0.185 -0.672
O -0.15485 -0.55301 0.68616 0.340 0.009 -0.261
C 0.25421 0.08337 -1.55482 -0.117 -0.138 0.604
C 1.06573 0.05472 -2.65557 -0.060 0.062 -0.038
N 2.23205 -0.58701 -2.67147 -0.146 0.073 -0.004
C 2.67698 -1.24357 -1.52921 -0.057 -0.085 0.340
C -1.04639 0.79209 -1.34686 1.018 -0.066 -2.326
O -2.11106 0.12486 -1.31564 0.167 -0.483 -1.965
O -1.01463 1.92106 -0.76712 0.681 0.762 -1.052
H 3.40436 0.37768 -5.74833 0.010 -0.027 0.000
H 2.87917 1.43380 -4.44071 -0.015 0.002 -0.011
H 1.71106 0.41626 -5.32168 0.013 0.019 -0.027
H 2.74830 -1.62427 -4.40706 -0.037 -0.015 0.065
H 4.78394 0.21406 -3.08473 -0.017 0.022 -0.021
H 5.07626 -0.75957 -4.52069 -0.041 0.009 -0.030
H 5.85289 -1.92337 -2.42243 -0.013 -0.010 0.036
H 4.63225 -2.83591 -3.28742 0.018 0.012 -0.019
H 5.28032 -3.05127 -0.32137 -0.005 -0.006 0.020
H 1.68737 -1.88949 1.68214 0.044 -0.033 0.028
H 0.76657 0.56513 -3.55660 0.075 -0.037 -0.059
I -5.06359 1.27807 0.81717 -0.703 -0.443 0.036
C -4.80446 -0.83449 1.12258 0.267 0.700 -0.040
C -5.87631 -1.68929 1.19204 -0.082 -0.106 0.004
C -5.58119 -3.03355 1.40334 0.012 0.112 -0.013
C -4.25961 -3.43205 1.52712 -0.008 -0.019 0.002
C -3.26117 -2.47978 1.43464 0.051 -0.035 0.003
N -3.52720 -1.17968 1.23650 -0.420 -0.382 -0.037
H -6.89310 -1.34156 1.08620 0.011 0.031 0.005
H -6.38470 -3.75483 1.46925 0.004 -0.006 -0.003
H -4.00801 -4.46994 1.69025 0.039 0.013 0.003
H -2.21425 -2.74257 1.51711 0.001 -0.019 0.002
C -2.48882 3.11847 4.68674 0.168 0.076 -0.243
P -1.59095 2.95367 3.14278 -0.085 0.674 0.265
C -2.39842 3.93857 1.83648 0.223 -0.068 0.396
C 0.07254 3.59841 3.34933 -0.255 -0.157 0.032
O -1.59080 1.48847 2.69637 0.336 0.840 1.549
H -2.49109 4.15405 5.02780 -0.023 -0.002 -0.004
H -1.99600 2.49453 5.43335 0.003 0.013 0.007
H -3.51279 2.77080 4.55317 -0.008 0.008 -0.011
H -2.10585 4.98522 1.92794 0.005 0.008 -0.039
H -3.48115 3.88253 1.93861 -0.016 -0.051 -0.031
H -2.08886 3.59309 0.83890 -0.006 0.161 0.179
H 0.02518 4.60428 3.76833 0.007 0.008 -0.022
H 0.58151 3.63209 2.38602 0.005 -0.013 -0.006
H 0.62708 2.95377 4.03165 0.000 -0.002 -0.005
```
Forces are in eV/Å.


2.
This record from the OMol25 dataset describes 2 unconnected molecules or ions with the total composition C7H12NO in a non-equilibrium geometry. The level of theory is ωB97M-V/def2-TZVPD.

Output
**HOMO energy**: -13.360 eV
**Charge**: +1
**Energy**: -10979.2436 eV
**ΔE to the lowest compared entry with this formula, charge and spin**: 499.93 kJ/mol
**Strongest force on any atom**: 5.33 eV/A
**Spin multiplicity**: 1
**Frontier orbital gap**: 8.644 eV

XYZ file:
```
21
Properties=species:S:1:pos:R:3:forces:R:3
C 1.18016 -0.07436 0.88876 -2.181 2.607 -3.382
C 0.95389 0.74999 -0.14471 0.185 -1.913 1.274
C -1.47538 -0.02198 0.63263 -0.642 1.057 -1.772
C 1.73685 -0.63752 2.08857 3.159 1.086 -0.078
C 1.22688 1.66915 -1.27725 -2.171 0.498 -0.973
C -2.30062 0.88336 -0.25942 -1.593 -1.865 0.882
C -0.22277 -1.99555 -1.07090 -3.517 3.365 2.180
N -0.11521 -0.21805 0.08651 1.460 -3.098 -0.868
O -1.87444 -0.61683 1.56706 0.468 -0.508 0.713
H 0.95866 -0.90307 2.77732 -0.054 -0.040 0.590
H 2.53000 0.16979 2.44251 -1.872 -1.628 -0.154
H 2.39099 -1.49482 1.80939 -0.642 0.204 0.347
H 0.22598 1.94030 -1.88536 1.980 0.000 2.102
H 1.71838 1.20794 -2.12675 0.783 -0.532 0.328
H 1.81748 2.50350 -0.88759 -0.369 0.143 -0.526
H -1.77921 1.71008 -0.58359 1.323 1.632 -1.061
H -2.80103 0.33134 -1.08405 0.756 0.165 0.290
H -3.13183 1.25115 0.31845 -0.299 0.077 0.435
H -0.67711 -1.77371 -2.01233 0.777 0.451 -0.829
H 0.67702 -2.41994 -0.85264 2.467 -0.876 0.081
H -1.03871 -2.26075 -0.42661 -0.018 -0.823 0.421
```
Forces are in eV/Å.


3.
This record from the OMol25 dataset describes a single C4H7NO2 molecule in a non-equilibrium geometry. The level of theory is ωB97M-V/def2-TZVPD.

Output
**HOMO energy**: -7.744 eV
**Charge**: 0
**Energy**: -9844.2532 eV
**SMILES string**: [O-]C1=C[NH2+]C[C@@H]1O
**ΔE to the lowest compared entry with this formula, charge and spin**: 292.01 kJ/mol
**Strongest force on any atom**: 1.99 eV/A
**Spin multiplicity**: 1
**Frontier orbital gap**: 7.907 eV

XYZ file:
```
14
Properties=species:S:1:pos:R:3:forces:R:3
O -0.69756 2.09966 1.05847 -0.178 -0.039 0.049
C -0.08569 1.13181 0.58668 -0.176 0.206 0.020
C 1.24814 0.88319 0.38056 -0.139 0.854 -0.773
N 1.37154 -0.40862 -0.38523 -0.044 0.481 -0.072
C -0.00089 -0.67738 -0.98633 0.055 0.083 0.150
C -0.91937 -0.07580 0.06583 0.278 -0.098 0.095
O -2.13314 0.37898 -0.44179 -0.002 0.118 0.044
H 2.13369 1.48663 0.42334 -0.004 0.153 0.104
H 2.11319 -0.44060 -1.09676 -0.280 0.039 0.584
H 1.60811 -0.86963 0.47900 0.125 -1.893 -0.599
H -0.14786 -1.73531 -1.22608 0.190 0.167 0.200
H -0.07991 -0.07463 -1.90291 0.208 -0.141 0.310
H -1.07825 -0.80472 0.87952 -0.016 0.129 -0.038
H -2.23698 1.24910 -0.00088 -0.018 -0.060 -0.072
```
Forces are in eV/Å.


4.
This record from the OMol25 dataset describes a single C8H11N molecule in a non-equilibrium geometry. The level of theory is ωB97M-V/def2-TZVPD.

Output
**HOMO energy**: -8.646 eV
**Charge**: 0
**Energy**: -9960.9375 eV
**SMILES string**: C[C@]12C=C[C@](C)(C=C1)N2
**ΔE to the lowest compared entry with this formula, charge and spin**: 210.97 kJ/mol
**Strongest force on any atom**: 7.67 eV/A
**Spin multiplicity**: 1
**Frontier orbital gap**: 9.742 eV

XYZ file:
```
20
Properties=species:S:1:pos:R:3:forces:R:3
C -0.66266 -2.45564 0.35740 2.266 -0.773 1.212
C -0.01262 -1.05287 0.20104 -2.065 -2.149 0.292
C 1.04834 -0.56861 1.14722 0.723 1.319 1.065
C 1.01396 0.76238 0.89971 0.568 0.448 0.164
C -0.10962 1.09403 -0.09263 0.170 -0.800 -1.842
C -0.61948 2.54960 -0.26171 0.736 -0.618 0.507
C 0.36327 0.39037 -1.49230 -0.256 7.537 -1.386
C 0.42457 -0.83973 -1.26340 -0.474 -4.070 0.888
N -1.07042 0.04042 0.36378 1.032 -0.283 -0.309
H -0.87688 -2.83185 1.47189 0.264 1.058 -2.569
H -1.51313 -2.39996 -0.29975 -0.645 -0.452 0.178
H 0.10708 -3.16559 -0.12035 -1.269 0.597 0.888
H 1.57051 -1.13526 1.99408 -0.548 0.866 -1.809
H 1.58515 1.60693 1.22902 0.612 -0.087 0.668
H -1.16528 2.82511 0.63881 0.348 0.335 0.263
H 0.27338 3.17343 -0.44136 -0.443 0.054 0.386
H -1.32412 2.78495 -1.06639 0.228 -0.822 -0.181
H 0.55654 1.14198 -2.39897 -0.387 -2.263 1.925
H 0.55802 -1.69088 -1.90320 0.383 -0.097 -0.241
H -0.95290 0.13103 1.37776 -1.245 0.200 -0.101
```
Forces are in eV/Å.


5.
This record from the OMol25 dataset describes a single C3H6F2O molecule in a non-equilibrium geometry. The level of theory is ωB97M-V/def2-TZVPD.

Output
**HOMO energy**: -10.917 eV
**Charge**: 0
**Energy**: -10688.0315 eV
**SMILES string**: OCCC(F)F
**ΔE to the lowest compared entry with this formula, charge and spin**: 240.84 kJ/mol
**Strongest force on any atom**: 3.86 eV/A
**Spin multiplicity**: 1
**Frontier orbital gap**: 11.772 eV

XYZ file:
```
12
Properties=species:S:1:pos:R:3:forces:R:3
O 0.83383 -1.67884 -1.17869 0.086 0.138 3.857
C 0.85008 -1.25259 0.37041 0.942 -1.031 -0.432
C 0.86466 0.33356 0.44168 -2.826 -0.515 2.382
C -0.53819 0.51109 -0.02695 -1.922 -1.100 -2.503
F -0.57880 1.75354 -0.69389 -1.246 -1.247 1.076
F -1.43384 0.38879 1.09647 1.041 1.142 -1.637
H 1.61333 -1.34926 -1.60586 0.843 0.358 -0.153
H 1.62431 -1.55816 1.18702 -0.504 -0.522 -2.429
H -0.11860 -1.86125 0.67050 1.746 2.178 -0.344
H 1.56868 1.13279 0.06102 -0.359 -1.917 -0.194
H 0.62133 0.66084 1.52127 1.310 -0.753 -1.024
H -0.92521 -0.42757 -0.73850 0.889 3.267 1.402
```
Forces are in eV/Å.


6.
This record from the OMol25 dataset describes a single C6H9N molecule in a non-equilibrium geometry. The level of theory is ωB97M-V/def2-TZVPD.

Output
**HOMO energy**: -7.537 eV
**Charge**: 0
**Energy**: -7852.3375 eV
**SMILES string**: C=CCN1C=C1C
**ΔE to the lowest compared entry with this formula, charge and spin**: 561.75 kJ/mol
**Strongest force on any atom**: 3.63 eV/A
**Spin multiplicity**: 1
**Frontier orbital gap**: 8.575 eV

XYZ file:
```
16
Properties=species:S:1:pos:R:3:forces:R:3
C 0.91016 1.13343 -0.09537 1.139 -0.374 -0.086
C 1.52680 -0.00920 -0.34005 -0.693 0.482 0.836
C 1.31580 -1.03102 0.68217 0.935 -0.404 0.595
N -0.03797 -1.65316 0.32773 0.580 -0.856 2.082
C -0.53088 -1.55606 -1.05875 -0.371 1.204 1.014
C -0.99071 -0.68365 -0.21164 -0.361 -1.388 -0.714
C -1.80901 0.44608 0.27695 -2.547 -1.025 -2.368
H 0.37431 1.46009 0.75388 0.387 -0.045 1.309
H 0.82767 1.78171 -0.86889 -0.348 2.145 -2.413
H 1.58582 -0.30404 -1.37897 0.946 0.136 -0.065
H 2.11540 -1.80857 0.71515 -0.846 0.245 -0.085
H 1.35454 -0.49990 1.70636 -0.666 -1.126 -1.393
H -0.27353 -2.06016 -1.96313 -0.333 -0.001 -0.311
H -1.75951 1.10730 -0.59605 -0.335 0.486 0.455
H -1.44698 0.91955 1.12875 0.679 0.577 1.412
H -2.93287 0.22295 0.44413 1.834 -0.057 -0.267
```
Forces are in eV/Å.


Q: spin multiplicity of number 2 (C7H12NO)?
A: 1


What did the fifth record say?
This record from the OMol25 dataset describes a single C3H6F2O molecule in a non-equilibrium geometry. The level of theory is ωB97M-V/def2-TZVPD.

Output
**HOMO energy**: -10.917 eV
**Charge**: 0
**Energy**: -10688.0315 eV
**SMILES string**: OCCC(F)F
**ΔE to the lowest compared entry with this formula, charge and spin**: 240.84 kJ/mol
**Strongest force on any atom**: 3.86 eV/A
**Spin multiplicity**: 1
**Frontier orbital gap**: 11.772 eV

XYZ file:
```
12
Properties=species:S:1:pos:R:3:forces:R:3
O 0.83383 -1.67884 -1.17869 0.086 0.138 3.857
C 0.85008 -1.25259 0.37041 0.942 -1.031 -0.432
C 0.86466 0.33356 0.44168 -2.826 -0.515 2.382
C -0.53819 0.51109 -0.02695 -1.922 -1.100 -2.503
F -0.57880 1.75354 -0.69389 -1.246 -1.247 1.076
F -1.43384 0.38879 1.09647 1.041 1.142 -1.637
H 1.61333 -1.34926 -1.60586 0.843 0.358 -0.153
H 1.62431 -1.55816 1.18702 -0.504 -0.522 -2.429
H -0.11860 -1.86125 0.67050 1.746 2.178 -0.344
H 1.56868 1.13279 0.06102 -0.359 -1.917 -0.194
H 0.62133 0.66084 1.52127 1.310 -0.753 -1.024
H -0.92521 -0.42757 -0.73850 0.889 3.267 1.402
```
Forces are in eV/Å.


Please write out number 2 again, unchanged.
This record from the OMol25 dataset describes 2 unconnected molecules or ions with the total composition C7H12NO in a non-equilibrium geometry. The level of theory is ωB97M-V/def2-TZVPD.

Output
**HOMO energy**: -13.360 eV
**Charge**: +1
**Energy**: -10979.2436 eV
**ΔE to the lowest compared entry with this formula, charge and spin**: 499.93 kJ/mol
**Strongest force on any atom**: 5.33 eV/A
**Spin multiplicity**: 1
**Frontier orbital gap**: 8.644 eV

XYZ file:
```
21
Properties=species:S:1:pos:R:3:forces:R:3
C 1.18016 -0.07436 0.88876 -2.181 2.607 -3.382
C 0.95389 0.74999 -0.14471 0.185 -1.913 1.274
C -1.47538 -0.02198 0.63263 -0.642 1.057 -1.772
C 1.73685 -0.63752 2.08857 3.159 1.086 -0.078
C 1.22688 1.66915 -1.27725 -2.171 0.498 -0.973
C -2.30062 0.88336 -0.25942 -1.593 -1.865 0.882
C -0.22277 -1.99555 -1.07090 -3.517 3.365 2.180
N -0.11521 -0.21805 0.08651 1.460 -3.098 -0.868
O -1.87444 -0.61683 1.56706 0.468 -0.508 0.713
H 0.95866 -0.90307 2.77732 -0.054 -0.040 0.590
H 2.53000 0.16979 2.44251 -1.872 -1.628 -0.154
H 2.39099 -1.49482 1.80939 -0.642 0.204 0.347
H 0.22598 1.94030 -1.88536 1.980 0.000 2.102
H 1.71838 1.20794 -2.12675 0.783 -0.532 0.328
H 1.81748 2.50350 -0.88759 -0.369 0.143 -0.526
H -1.77921 1.71008 -0.58359 1.323 1.632 -1.061
H -2.80103 0.33134 -1.08405 0.756 0.165 0.290
H -3.13183 1.25115 0.31845 -0.299 0.077 0.435
H -0.67711 -1.77371 -2.01233 0.777 0.451 -0.829
H 0.67702 -2.41994 -0.85264 2.467 -0.876 0.081
H -1.03871 -2.26075 -0.42661 -0.018 -0.823 0.421
```
Forces are in eV/Å.


Q: Which formula does entry 2 have?
A: C7H12NO